No. 1
# C23H25CaN4O2S

A molecular structure, C23H25CaN4O2S (the ωB97M-V functional and the def2-TZVPD basis, OMol25).

Each line ends with the Mulliken charge.
CARTESIAN COORDINATES (ANGSTROEM)
Ca  0.73  0.80  -0.12  1.771
C  -0.43  -2.57  -3.05  -1.463
C  0.12  -1.81  -1.88  0.388
N  -0.53  -0.89  -1.25  0.234
N  -1.82  -0.62  -1.59  -1.058
C  -2.20  0.55  -1.08  0.460
O  -1.49  1.42  -0.53  -1.053
C  -3.68  0.82  -1.20  0.293
C  -4.23  1.84  -0.44  -0.436
C  -5.59  2.10  -0.50  -0.529
C  -6.41  1.36  -1.35  -0.331
C  -5.86  0.35  -2.12  -0.641
C  -4.50  0.07  -2.05  -0.107
C  1.50  -2.06  -1.41  0.885
C  2.37  -2.85  -2.16  -0.528
C  3.67  -3.05  -1.71  -0.512
C  4.06  -2.47  -0.51  -0.688
C  3.13  -1.70  0.17  -0.190
N  1.89  -1.50  -0.26  -0.257
H  -1.51  -2.40  -3.10  0.356
H  -0.23  -3.64  -2.96  0.367
H  0.01  -2.22  -3.98  0.276
H  -3.58  2.41  0.20  0.384
H  -6.02  2.89  0.10  0.372
H  -7.47  1.57  -1.40  0.361
H  -6.49  -0.23  -2.79  0.366
H  -4.06  -0.72  -2.63  0.395
H  2.05  -3.28  -3.10  0.326
H  4.36  -3.65  -2.28  0.388
H  5.06  -2.60  -0.12  0.399
H  3.38  -1.22  1.11  0.404
S  0.40  0.43  2.85  -0.505
C  1.84  1.38  2.75  0.422
C  2.65  1.67  3.88  -0.754
C  3.79  2.41  3.73  -0.068
C  4.16  2.89  2.47  -0.759
C  3.33  2.58  1.41  -0.199
N  2.21  1.86  1.54  -0.298
H  2.34  1.28  4.84  0.372
H  4.41  2.63  4.60  0.360
H  5.06  3.47  2.31  0.390
H  3.56  2.90  0.40  0.207
C  3.24  3.03  -2.74  -1.708
C  2.36  1.80  -2.99  1.563
C  1.19  2.18  -3.91  -1.629
C  3.21  0.72  -3.68  -1.460
O  1.88  1.31  -1.80  -0.640
H  3.61  3.48  -3.67  0.407
H  4.09  2.76  -2.12  0.310
H  2.65  3.79  -2.21  0.362
H  1.52  2.56  -4.88  0.400
H  0.58  2.94  -3.42  0.355
H  0.56  1.30  -4.07  0.297
H  3.66  1.08  -4.61  0.412
H  2.58  -0.15  -3.91  0.229
H  4.00  0.39  -3.00  0.303

Properties
ΔE to the lowest compared entry with this formula, charge and spin: 12.3 kJ/mol
M: 461.62 u
F_max: 0.71 eV/Å
LUMO energy: 2.718 eV
Net charge: -1
Kohn-Sham gap: 6.99 eV

***

No. 2
# C23H25ClO6

C23H25ClO6 in the gas phase (the ωB97M-V functional and the def2-TZVPD basis, OMol25).

Each line ends with the Mulliken charge.
CARTESIAN COORDINATES (ANGSTROEM)
C  5.12  -1.44  -0.91  -1.475
C  3.75  -1.03  -0.40  -0.216
C  3.03  -0.04  -1.32  -0.250
C  2.57  -0.67  -2.65  -1.374
C  1.52  -1.71  -2.44  0.517
C  1.82  -3.02  -2.46  -0.351
C  0.85  -4.07  -2.20  0.018
O  1.08  -5.25  -2.20  -0.631
O  -0.43  -3.66  -1.91  -0.509
C  -0.77  -2.35  -1.89  0.031
C  -2.10  -2.06  -1.58  -0.493
C  -2.53  -0.75  -1.52  -0.293
O  -3.82  -0.44  -1.20  -0.562
C  -4.16  -0.65  0.18  -0.956
C  -3.27  0.22  1.04  -0.047
C  -3.66  1.49  1.40  -1.287
C  -2.77  2.36  2.04  0.402
O  -3.33  3.56  2.34  -0.436
C  -2.60  4.57  3.00  -0.741
C  -1.46  1.95  2.28  1.032
O  -0.55  2.80  2.88  -0.552
C  0.57  3.16  2.08  -0.712
C  -1.08  0.64  1.94  1.006
O  0.21  0.29  2.22  -0.483
C  0.64  -1.01  1.93  -0.724
C  -1.98  -0.22  1.33  -0.418
C  -1.62  0.28  -1.80  0.335
Cl  -2.14  1.92  -1.71  -0.191
C  -0.31  0.00  -2.12  -0.511
C  0.15  -1.33  -2.15  1.277
H  5.05  -1.99  -1.85  0.291
H  5.62  -2.08  -0.19  0.406
H  5.74  -0.56  -1.08  0.346
H  3.13  -1.92  -0.26  0.223
H  3.87  -0.55  0.58  0.410
H  2.15  0.36  -0.80  0.057
H  3.69  0.79  -1.54  0.437
H  3.43  -1.12  -3.14  0.507
H  2.19  0.12  -3.30  0.495
H  2.82  -3.37  -2.67  0.386
H  -2.78  -2.87  -1.38  0.504
H  -5.20  -0.36  0.26  0.444
H  -4.04  -1.71  0.44  0.314
H  -4.65  1.85  1.18  0.400
H  -3.33  5.35  3.22  0.285
H  -1.81  4.98  2.37  0.250
H  -2.17  4.21  3.94  0.302
H  1.22  2.30  1.90  0.238
H  1.11  3.91  2.66  0.275
H  0.25  3.58  1.13  0.304
H  1.68  -1.06  2.26  0.260
H  0.58  -1.23  0.86  0.121
H  0.06  -1.76  2.48  0.397
H  -1.70  -1.23  1.08  0.490
H  0.37  0.81  -2.32  0.453

Properties
ΔE to the lowest compared entry with this formula, charge and spin: 0.0 kJ/mol
M: 432.90 u
F_max: 0.96 eV/Å
LUMO energy: -0.203 eV
SMILES: CCCCc1cc(=O)oc2cc(OCc3cc(OC)c(OC)c(OC)c3)c(Cl)cc12
Kohn-Sham gap: 8.12 eV

***

No. 3
# C23H25F2N5O4P

5 unconnected molecules or ions with the total composition C23H25F2N5O4P in a non-equilibrium geometry (the ωB97M-V functional and the def2-TZVPD basis, OMol25).

Each line ends with the Mulliken charge.
CARTESIAN COORDINATES (ANGSTROEM)
O  3.83  -1.84  0.65  -0.165
N  3.44  -1.03  -0.09  0.101
O  3.78  0.25  0.41  -0.069
C  2.65  1.11  0.32  -0.568
P  1.33  0.74  1.60  1.027
F  1.66  -0.65  2.34  -0.071
F  1.49  1.88  2.72  -0.247
C  -0.40  0.77  0.97  -0.568
C  -0.86  -0.55  0.23  0.369
O  -1.95  -0.54  -0.22  -0.347
O  -0.07  -1.66  0.03  -0.470
H  2.26  1.11  -0.73  0.406
H  3.04  2.15  0.52  0.415
H  -1.11  0.94  1.83  0.385
H  -0.49  1.63  0.25  0.425
H  0.30  -2.01  0.86  0.364
N  -5.93  0.82  -0.74  -0.549
C  -6.97  0.38  -1.46  -0.463
C  -7.12  -0.93  -1.88  -0.251
C  -6.14  -1.85  -1.53  -0.390
C  -5.05  -1.42  -0.79  -0.193
C  -5.00  -0.08  -0.42  -0.167
H  -7.71  1.13  -1.70  0.458
H  -7.99  -1.23  -2.45  0.444
H  -6.22  -2.88  -1.84  0.383
H  -4.26  -2.10  -0.51  0.339
H  -4.17  0.30  0.16  0.401
N  2.57  -4.98  6.14  -0.517
C  1.86  -3.85  6.16  -0.299
C  1.87  -2.91  5.14  -0.414
C  2.67  -3.16  4.04  0.200
C  3.42  -4.32  3.99  -0.538
C  3.33  -5.20  5.06  -0.227
H  1.25  -3.70  7.05  0.345
H  1.27  -2.01  5.21  0.314
H  2.70  -2.45  3.22  0.394
H  4.05  -4.55  3.14  0.369
H  3.90  -6.12  5.07  0.363
N  -5.12  3.30  -4.59  -0.567
C  -5.59  4.01  -5.62  -0.235
C  -6.68  3.62  -6.39  -0.299
C  -7.31  2.43  -6.08  -0.430
C  -6.84  1.68  -5.01  -0.173
C  -5.75  2.16  -4.30  -0.161
H  -5.06  4.93  -5.83  0.361
H  -7.02  4.23  -7.22  0.360
H  -8.16  2.09  -6.66  0.369
H  -7.31  0.74  -4.74  0.363
H  -5.35  1.61  -3.46  0.419
N  6.59  2.18  0.48  -0.372
C  7.63  2.86  0.00  -0.201
C  8.95  2.44  0.12  -0.420
C  9.19  1.24  0.77  -0.162
C  8.13  0.52  1.28  -0.655
C  6.85  1.03  1.11  -0.028
H  7.39  3.79  -0.50  0.356
H  9.75  3.03  -0.30  0.354
H  10.21  0.87  0.88  0.385
H  8.28  -0.42  1.79  0.344
H  5.99  0.50  1.48  0.397

Properties
M: 504.45 u
F_max: 3.08 eV/Å
LUMO energy: -4.750 eV
Net charge: +1
Kohn-Sham gap: 6.28 eV

***

No. 4
# C23H25F9KN7O2

A molecular structure, C23H25F9KN7O2 in a non-equilibrium geometry (the ωB97M-V functional and the def2-TZVPD basis, OMol25).

Each line ends with the Mulliken charge.
CARTESIAN COORDINATES (ANGSTROEM)
K  -0.95  1.12  0.78  0.738
C  2.54  0.96  2.31  -0.974
N  1.83  0.36  1.17  0.866
C  2.53  0.76  -0.07  1.143
N  3.94  0.36  -0.06  0.188
C  4.59  0.97  1.10  -0.763
N  3.95  0.56  2.36  0.048
C  4.01  -0.90  2.45  -0.728
N  3.34  -1.55  1.32  0.173
C  1.95  -1.10  1.29  -0.404
C  4.00  -1.09  0.09  -0.699
H  2.05  0.64  3.23  0.334
H  2.49  2.05  2.23  0.307
H  2.48  1.85  -0.17  0.371
H  2.04  0.30  -0.93  -1.966
H  4.54  2.05  1.01  0.374
H  5.63  0.66  1.13  0.352
H  3.54  -1.22  3.38  0.352
H  5.06  -1.21  2.46  0.339
H  1.46  -1.42  2.21  0.381
H  1.44  -1.58  0.44  -0.364
H  3.52  -1.56  -0.77  0.167
H  5.05  -1.40  0.11  0.426
C  1.84  -1.67  -1.92  -2.396
C  0.34  -1.55  -1.88  0.824
C  -0.31  -0.35  -2.16  -0.541
C  -1.69  -0.26  -2.16  -0.316
C  -2.47  -1.39  -1.89  -0.218
N  -3.87  -1.24  -1.95  0.041
C  -4.89  -2.04  -1.49  0.228
O  -5.98  -2.07  -2.02  -0.666
N  -4.63  -2.80  -0.35  -0.051
C  -3.80  -2.50  0.73  0.154
C  -3.69  -3.39  1.79  -0.639
C  -2.82  -3.10  2.83  -0.679
C  -2.08  -1.93  2.77  -0.461
N  -2.19  -1.06  1.77  -0.134
C  -3.05  -1.33  0.79  -0.650
C  -1.84  -2.59  -1.60  -0.422
C  -0.45  -2.66  -1.59  -0.261
H  2.30  -0.72  -2.20  0.668
H  2.14  -2.43  -2.65  0.579
H  2.23  -1.99  -0.95  0.471
H  0.27  0.53  -2.39  0.446
H  -2.17  0.68  -2.39  0.392
H  -4.20  -0.56  -2.62  0.278
H  -5.37  -3.46  -0.17  0.258
H  -4.28  -4.30  1.80  0.407
H  -2.73  -3.77  3.67  0.393
H  -1.37  -1.67  3.56  0.439
H  -3.15  -0.57  0.03  1.246
H  -2.42  -3.48  -1.40  0.506
H  0.02  -3.61  -1.38  0.451
F  -2.64  5.05  -1.94  -0.270
C  -1.85  5.12  -0.85  0.550
F  -2.62  5.38  0.20  -0.250
F  -1.03  6.18  -1.04  -0.281
C  -1.07  3.77  -0.63  1.154
O  -1.82  2.83  -0.11  -1.248
C  -0.52  3.32  -2.03  0.606
F  -1.48  2.70  -2.73  -0.301
F  -0.02  4.30  -2.80  -0.312
F  0.47  2.40  -1.86  -0.218
C  0.17  4.11  0.30  0.464
F  1.30  4.42  -0.35  -0.311
F  -0.07  5.09  1.17  -0.319
F  0.46  3.01  1.06  -0.272

Properties
ΔE to the lowest compared entry with this formula, charge and spin: 179.0 kJ/mol
M: 641.58 u
F_max: 3.42 eV/Å
LUMO energy: 0.032 eV
Kohn-Sham gap: 8.96 eV